{
  "formula": "C18H37O3P3Pb",
  "method": "wB97M-V/def2-TZVPD",
  "charge": 4,
  "homo_lumo_gap_ev": [5.0, 5.1],
  "e_lumo_ev": [-16.3, -16.2],
  "mol_weight_g_mol": 601.61,
  "species": ["P", "C", "H", "H", "H", "C", "H", "H", "H", "C", "H", "H", "H", "P", "C", "H", "H", "H", "C", "H", "H", "H", "C", "H", "H", "H", "P", "C", "H", "H", "H", "C", "H", "H", "H", "C", "H", "H", "H", "Pb", "C", "O", "C", "O", "C", "C", "C", "C", "C", "C", "H", "H", "H", "H", "H", "H", "C", "O", "H", "H", "H", "H"],
  "coordinates": [[-1.220, -0.566, -2.532], [-2.231, -2.077, -2.716], [-2.415, -2.117, -3.790], [-3.183, -1.978, -2.187], [-1.692, -2.972, -2.397], [-2.449, 0.657, -3.120], [-1.973, 1.613, -3.347], [-3.230, 0.801, -2.362], [-2.875, 0.191, -4.009], [0.005, -0.843, -3.854], [-0.604, -0.855, -4.758], [0.486, -1.812, -3.686], [0.752, -0.042, -3.877], [2.837, -0.948, 0.434], [3.176, -2.712, 0.705], [4.217, -2.708, 1.028], [3.061, -3.258, -0.234], [2.527, -3.124, 1.480], [4.037, -0.616, -0.903], [4.203, 0.456, -1.037], [3.680, -1.061, -1.839], [4.941, -1.125, -0.566], [3.503, -0.250, 1.984], [4.560, -0.513, 1.948], [3.016, -0.736, 2.835], [3.370, 0.835, 2.045], [-1.465, 0.837, 2.326], [-2.135, -0.398, 3.493], [-2.830, 0.185, 4.099], [-1.329, -0.798, 4.111], [-2.661, -1.203, 2.975], [-0.682, 1.979, 3.521], [-1.417, 2.057, 4.323], [-0.473, 2.944, 3.050], [0.247, 1.525, 3.887], [-3.044, 1.588, 1.772], [-3.463, 2.021, 2.680], [-3.710, 0.807, 1.391], [-2.897, 2.357, 1.009], [0.208, 0.157, -0.017], [0.520, -2.357, -0.878], [0.676, -3.387, -1.311], [0.384, -1.520, 2.030], [0.553, -2.192, 2.957], [1.263, 3.059, 0.577], [-0.046, 3.349, 0.122], [-0.401, 3.047, -1.205], [0.568, 2.554, -2.112], [1.866, 2.266, -1.649], [2.235, 2.567, -0.315], [1.542, 3.276, 1.619], [-0.735, 3.946, 0.749], [-1.424, 3.254, -1.555], [0.361, 2.540, -3.198], [2.615, 1.864, -2.348], [3.299, 2.569, -0.017], [-2.280, -2.564, 0.582], [-2.103, -1.137, 0.333], [-2.526, -3.091, -0.371], [-3.077, -2.627, 1.354], [-1.335, -2.968, 1.002], [-2.798, -0.745, -0.235]],
  "nbo_charge": [1.1209, -0.9518, 0.3048, 0.2638, 0.2650, -0.9414, 0.2748, 0.2664, 0.3027, -0.9517, 0.3043, 0.2716, 0.2706, 1.0302, -0.9461, 0.3029, 0.2726, 0.2642, -0.9386, 0.2712, 0.2718, 0.2998, -0.9497, 0.3018, 0.2693, 0.2676, 1.1721, -0.9464, 0.3040, 0.2714, 0.2662, -0.9486, 0.3049, 0.2717, 0.2734, -0.9492, 0.3049, 0.2686, 0.2674, 1.0746, 0.5030, -0.3906, 0.4986, -0.4018, -0.1692, -0.2463, -0.2325, -0.2187, -0.2263, -0.2431, 0.2498, 0.2706, 0.2591, 0.2698, 0.2608, 0.2716, -0.2575, -0.8051, 0.2218, 0.2351, 0.1917, 0.5070]
}